ORCA calculation (ωB97M-V with the def2-TZVPD basis set) on a cluster of 10 separate species, C22H64N8O10 in total.

CARTESIAN COORDINATES (ANGSTROEM)
C 3.5065 2.4346 0.7150
C 4.1337 2.0268 -0.6420
C 4.5889 0.5519 -0.5988
O 3.1854 2.0165 -1.6932
H 3.0032 3.3996 0.7492
H 4.2148 2.3565 1.5277
H 2.6621 1.7618 0.8732
H 5.0441 2.5763 -0.9099
H 5.2619 0.4814 0.2574
H 4.9935 0.1647 -1.5143
H 3.7193 -0.1274 -0.3199
H 2.7935 2.9045 -1.6458
C 0.0485 6.0860 -2.7657
C 0.8230 5.1262 -1.8310
C -0.1382 4.1142 -1.1928
O 1.8478 4.4880 -2.5142
H 0.7065 6.7661 -3.3149
H -0.5881 6.7713 -2.1720
H -0.5684 5.4876 -3.4556
H 1.2822 5.7085 -1.0186
H -0.8352 4.6680 -0.5585
H 0.4156 3.4703 -0.5429
H -0.6146 3.5083 -1.9446
H 1.4853 4.2246 -3.3429
C -2.5958 -2.8336 -0.7747
C -2.3871 -4.3281 -0.7068
C -3.5713 -5.1062 -0.0814
O -2.0367 -4.8524 -1.9864
H -1.7069 -2.2035 -0.8185
H -3.0891 -2.4898 0.1270
H -3.1286 -2.4894 -1.6786
H -1.4824 -4.4009 -0.1113
H -3.6665 -6.1259 -0.5579
H -4.6084 -4.7150 -0.0847
H -3.3575 -5.2553 1.0397
H -1.0649 -4.8838 -2.0391
C 1.0692 1.6116 -4.9006
C 2.5864 1.0773 -4.5907
C 2.9242 0.1867 -5.7215
O 3.4159 2.1920 -4.4223
H 0.5036 0.9027 -5.5050
H 1.1216 2.5478 -5.4323
H 0.5523 1.7717 -3.9393
H 2.5956 0.6184 -3.5980
H 3.9288 -0.2006 -5.6942
H 2.8258 0.7801 -6.6257
H 2.2480 -0.6868 -5.7695
H 3.5894 2.1457 -3.4611
C -4.6203 2.1952 3.9170
C -4.9685 3.4818 3.2361
C -4.1698 3.5734 1.9366
O -6.3745 3.5598 3.0098
H -4.7493 1.3354 3.2660
H -5.2842 1.9453 4.7998
H -3.5725 2.1395 4.2942
H -4.7228 4.3648 3.8418
H -3.1198 3.3694 2.1413
H -4.2306 4.6059 1.4670
H -4.5368 2.8295 1.2238
H -6.5861 2.7940 2.4989
C 0.2687 -0.3418 -0.7160
C 0.4285 0.5038 0.5294
C -0.8941 0.6192 1.2955
O 1.4803 -0.0673 1.2483
H 1.1535 -0.2938 -1.3190
H -0.4088 0.1272 -1.3771
H -0.0288 -1.3776 -0.5267
H 0.6740 1.5059 0.1395
H -0.7452 1.1213 2.2372
H -1.3128 -0.3778 1.5006
H -1.6353 1.1940 0.7209
H 1.3580 0.1907 2.1787
C 1.4058 -3.6971 1.1699
O 0.7689 -3.4882 2.2295
N 2.2686 -2.8659 0.6689
N 1.3173 -4.9530 0.5509
H 2.2000 -1.9287 1.0422
H 2.7546 -3.0061 -0.1832
H 1.4674 -4.8703 -0.4645
H 0.5571 -5.5245 0.8343
C 0.3084 0.4614 4.6815
O 1.3258 0.4118 3.9297
N 0.3001 1.3668 5.6701
N -0.6330 -0.4940 4.4792
H 0.9533 2.1471 5.4882
H -0.3211 1.4036 6.4325
H -1.3987 -0.6198 5.1068
H -0.2669 -1.3448 4.1322
C -1.3318 -3.9005 4.9678
O -2.0908 -4.1749 5.8764
N -0.0051 -3.7921 5.1461
N -1.7120 -3.6627 3.7003
H 0.3418 -4.4152 5.8460
H 0.6005 -3.7064 4.3102
H -1.0439 -3.6111 2.9698
H -2.6939 -3.4859 3.4261
C 0.7312 -3.6097 -3.2662
O 0.8515 -4.6836 -2.6644
N 1.8224 -2.8466 -3.4501
N -0.3617 -3.1745 -3.8681
H 2.6694 -3.2292 -3.1018
H 1.8495 -1.9724 -3.9696
H -1.2578 -3.6516 -3.6123
H -0.4170 -2.3091 -4.4337

The calculation puts the max |F| at 0.08292 hartree/bohr. The charge is 0. Its LUMO energy is 0.26 eV. Its structure (SMILES) is NC(N)=O.NC(N)=O.NC(N)=O.NC(N)=O.CC(C)O.CC(C)O.CC(C)O.CC(C)O.CC(C)O.CC(C)O.